(1)
# C15H28ClN7O2P2

A 7-piece molecular cluster, C15H28ClN7O2P2 overall (ωB97M-V with the def2-TZVPD basis set, the Open Molecules 2025 dataset).

Summary:
Charge: 0
HOMO in eV: -8.34
Spin multiplicity: 1
Lowest unoccupied orbital energy in hartree: 0.01261
Structure (SMILES): NC[C@H](O)C[PH]#P(O)Cl.CC#N.CC#N.CC#N.CC#N.CC#N.CC#N

Atoms and positions in Å:
N -1.408 0.078 3.285
C -1.508 -0.110 1.845
C -1.359 1.230 1.129
O -2.104 1.205 -0.091
C 0.106 1.535 0.843
P 0.301 3.080 -0.141
P 2.066 4.212 0.558
O 1.221 5.559 0.939
Cl 2.355 3.366 2.447
H -0.653 0.702 3.532
H -1.294 -0.802 3.767
H -0.753 -0.804 1.453
H -2.490 -0.515 1.598
H -1.763 1.994 1.802
H -2.545 2.052 -0.190
H 0.661 1.616 1.778
H 0.546 0.706 0.286
H 0.818 2.581 -1.342
H 0.267 5.412 0.856
C -3.008 -4.509 2.141
C -1.924 -3.701 2.685
N -1.071 -3.063 3.113
H -3.599 -4.926 2.953
H -3.655 -3.902 1.513
H -2.600 -5.320 1.541
C 2.435 -2.364 -0.732
C 2.256 -1.012 -1.248
N 2.121 0.053 -1.653
H 2.676 -3.045 -1.545
H 3.242 -2.383 -0.004
H 1.518 -2.700 -0.250
C 6.421 -4.090 -2.049
C 5.278 -4.560 -1.276
N 4.379 -4.925 -0.663
H 6.127 -3.937 -3.086
H 6.783 -3.150 -1.639
H 7.220 -4.828 -2.010
C -5.357 -8.642 1.431
C -5.334 -7.223 1.098
N -5.324 -6.107 0.834
H -5.177 -9.233 0.536
H -4.584 -8.863 2.165
H -6.328 -8.907 1.845
C -1.242 4.024 -4.637
C -0.238 4.475 -3.683
N 0.551 4.832 -2.931
H -1.920 3.325 -4.151
H -1.808 4.876 -5.007
H -0.757 3.525 -5.474
C 1.880 8.415 -0.552
C 1.472 9.748 -0.977
N 1.147 10.797 -1.313
H 2.193 7.829 -1.414
H 2.708 8.486 0.151
H 1.054 7.905 -0.066

=====

(2)
# C15H28F3NO4S

A 2-piece molecular cluster, C15H28F3NO4S overall in a non-equilibrium geometry (ωB97M-V with the def2-TZVPD basis set, the Open Molecules 2025 dataset).

Summary:
Charge: 0
HOMO in eV: -7.52
Spin multiplicity: 1
Lowest unoccupied orbital energy in hartree: -0.07631

Atoms and positions in Å:
C 1.499 -0.577 0.916
C 1.464 0.847 1.607
C 0.219 1.080 2.506
C -1.136 0.994 1.702
C -1.740 -0.422 1.958
C -3.164 -0.610 1.357
C -3.538 -2.136 1.153
C -2.576 -2.463 -0.057
N -2.441 -1.368 -0.715
C -1.633 -1.020 -1.901
C -0.740 -2.174 -2.470
C 0.605 -1.511 -2.973
C 1.054 -2.054 -4.374
O 0.408 -1.330 -5.413
C 1.114 -0.149 -5.748
C -3.251 -0.232 -0.181
H 2.545 -0.900 0.716
H 0.956 -0.529 -0.052
H 1.081 -1.341 1.610
H 1.591 1.626 0.825
H 2.391 0.905 2.216
H 0.235 0.309 3.304
H 0.308 2.108 2.916
H -1.880 1.738 2.071
H -0.939 1.217 0.633
H -1.837 -0.605 3.050
H -1.010 -1.167 1.574
H -3.944 0.030 1.814
H -3.037 -2.618 2.020
H -4.609 -2.369 1.033
H -2.067 -3.401 -0.307
H -0.943 -0.210 -1.567
H -2.294 -0.563 -2.664
H -1.230 -2.557 -3.393
H -0.558 -2.979 -1.738
H 1.402 -1.634 -2.204
H 0.496 -0.411 -3.100
H 0.936 -3.147 -4.485
H 2.145 -1.818 -4.450
H 0.437 0.440 -6.406
H 2.024 -0.346 -6.362
H 1.362 0.492 -4.874
H -4.280 -0.544 -0.475
H -2.953 0.780 -0.487
C 3.935 3.452 4.540
F 5.246 3.586 4.298
F 3.702 2.130 4.641
F 3.721 3.967 5.758
S 2.890 4.254 3.238
O 3.252 3.572 2.002
O 3.267 5.656 3.275
O 1.516 4.004 3.661

=====

(3)
# C15H28IOP2Pm

C15H28IOP2Pm as an isolated structure in a non-equilibrium geometry (ωB97M-V with the def2-TZVPD basis set, the Open Molecules 2025 dataset).

Summary:
Charge: +2
Expectation value of S²: 6.03
HOMO (alpha / beta) in eV: -13.10 / -13.07
Spin multiplicity: 5
Lowest unoccupied orbital energy (alpha / beta) in hartree: -0.29842 / -0.29358

Atoms and positions in Å:
C 0.102 -0.008 -4.834
I -0.474 -0.792 -2.737
H 1.178 0.167 -4.933
H -0.501 0.892 -5.001
H -0.256 -0.873 -5.401
Pm 0.079 0.042 -0.130
P 0.125 2.910 -0.239
C -1.467 3.751 -0.611
C 0.754 3.908 1.174
H 0.749 4.984 0.977
H 1.214 4.586 -1.648
H 1.780 3.605 1.399
H 2.222 3.125 -1.447
H -2.196 3.552 0.185
H 0.153 3.718 2.066
C 1.199 3.490 -1.608
H -1.331 4.838 -0.703
H 0.853 3.100 -2.573
H -1.886 3.363 -1.548
P 0.128 -2.836 0.253
C -1.429 -3.805 0.059
C 1.203 -3.625 -1.020
H 1.806 -3.087 1.959
H 0.872 -4.601 1.815
H 0.194 -3.182 2.661
C 0.806 -3.508 1.817
H 2.222 -3.216 -0.938
H 1.238 -4.713 -0.864
H -1.240 -4.888 0.113
H -1.897 -3.568 -0.906
H 0.838 -3.408 -2.035
H -2.134 -3.527 0.856
C -2.406 0.418 -0.376
O -3.546 0.303 -0.302
C -0.937 0.008 2.079
C -0.116 -0.311 3.245
C -0.661 -1.228 4.161
C 0.019 -1.564 5.333
C 1.268 -0.983 5.617
C 1.816 -0.047 4.719
C 1.138 0.289 3.536
H -1.928 -0.443 2.129
H -1.021 1.095 1.890
H -1.661 -1.625 3.965
H -0.435 -2.272 6.032
H 1.798 -1.247 6.532
H 2.774 0.423 4.958
H 1.544 1.052 2.863

=====

(4)
# C15H28N2O4

A 2-piece molecular cluster, C15H28N2O4 overall in a non-equilibrium geometry (ωB97M-V with the def2-TZVPD basis set, the Open Molecules 2025 dataset).

Summary:
Charge: 0
HOMO in eV: -5.82
Spin multiplicity: 1
Energy relative to the best compared isomer or geometry (same formula, charge and spin) in kcal per mole: 280.6
Lowest unoccupied orbital energy in hartree: -0.05257

Atoms and positions in Å:
C 1.556 -3.946 1.887
O 2.300 -2.904 1.162
C 3.289 -3.465 0.229
C 3.076 -3.059 -1.344
C 1.698 -2.235 -1.674
C 1.881 -0.594 -1.741
C 2.596 0.064 -0.421
C 1.583 0.836 0.610
C 2.169 2.212 1.281
N 1.000 2.576 2.172
C 1.081 3.816 3.076
C -0.176 1.611 2.094
N 0.194 0.518 1.118
C -0.636 -0.690 0.742
C -1.478 -0.546 -0.659
C -3.095 -0.346 -0.477
O -3.472 1.001 0.065
H 1.083 -3.409 2.842
H 2.342 -4.708 2.307
H 0.706 -4.433 1.236
H 3.402 -4.642 0.384
H 4.348 -3.020 0.556
H 3.988 -2.440 -1.769
H 2.997 -4.088 -1.944
H 1.377 -2.559 -2.777
H 0.833 -2.596 -0.973
H 0.881 -0.025 -2.053
H 2.628 -0.400 -2.652
H 3.255 -0.670 0.210
H 3.345 0.897 -0.832
H 3.215 2.705 1.104
H 0.594 3.516 4.124
H 2.236 3.969 3.318
H 0.592 4.766 2.598
H -1.165 1.714 2.716
H 0.044 -1.638 0.819
H -1.454 -0.808 1.605
H -1.074 0.443 -1.190
H -1.228 -1.481 -1.358
H -3.574 -0.369 -1.570
H -3.627 -1.194 0.139
H -4.476 1.052 0.070
C -4.449 3.493 -2.512
C -5.697 3.526 -1.646
O -6.029 2.420 -1.137
O -6.243 4.661 -1.548
H -4.024 2.486 -2.559
H -4.695 3.812 -3.530
H -3.694 4.169 -2.101

=====

(5)
# C15H28N5O5PS2V

C15H28N5O5PS2V as an isolated structure (ωB97M-V with the def2-TZVPD basis set, the Open Molecules 2025 dataset).

Summary:
Charge: +3
Expectation value of S²: 2.01
HOMO (alpha / beta) in eV: -17.53 / -17.56
Spin multiplicity: 3
Lowest unoccupied orbital energy (alpha / beta) in hartree: -0.34653 / -0.31950

Atoms and positions in Å:
V -0.147 0.323 -0.169
C 2.717 0.272 0.946
C 2.003 1.468 1.546
N 0.944 1.955 0.616
C 1.413 2.851 -0.491
C 2.110 2.140 -1.647
S 1.256 0.604 -2.189
C 2.514 -0.695 -1.930
C 2.225 -1.531 -0.688
N 1.707 -0.687 0.416
H 3.354 -0.205 1.692
H 3.366 0.576 0.131
H 2.709 2.265 1.786
H 1.504 1.179 2.473
H 0.298 2.526 1.163
H 2.090 3.606 -0.083
H 0.531 3.373 -0.858
H 3.145 1.883 -1.434
H 2.119 2.807 -2.507
H 3.486 -0.208 -1.905
H 2.497 -1.324 -2.818
H 3.129 -2.065 -0.387
H 1.460 -2.277 -0.913
H 1.438 -1.306 1.178
N -3.513 0.360 3.174
C -2.822 -0.976 3.134
P -2.461 -1.274 1.357
O -3.560 -0.572 0.638
O -0.981 -0.933 1.098
C -2.698 -3.041 0.929
N -3.075 -3.070 -0.533
H -4.119 0.460 3.991
H -4.071 0.430 2.301
H -2.867 1.156 3.140
H -3.519 -1.715 3.528
H -1.924 -0.973 3.747
H -3.531 -3.456 1.492
H -1.814 -3.651 1.102
H -2.298 -3.352 -1.133
H -3.366 -2.123 -0.834
H -3.850 -3.714 -0.710
O -1.725 -0.455 -1.669
C -2.241 0.686 -1.531
N -1.474 1.628 -0.953
S -2.410 2.720 -0.109
O -2.433 2.212 1.254
O -1.918 4.041 -0.300
C -3.872 2.303 -1.015
C -5.081 2.960 -1.051
C -6.065 2.423 -1.883
C -5.829 1.280 -2.639
C -4.600 0.625 -2.587
C -3.620 1.149 -1.770
H -5.257 3.861 -0.478
H -7.024 2.918 -1.954
H -6.608 0.909 -3.290
H -4.401 -0.241 -3.205

=====

(6)
# C15H29AsBrN3O3PtSi2

C15H29AsBrN3O3PtSi2 as an isolated structure (ωB97M-V with the def2-TZVPD basis set, the Open Molecules 2025 dataset).

Summary:
Charge: 0
Expectation value of S²: 2.01
HOMO (alpha / beta) in eV: -6.74 / -7.45
Spin multiplicity: 3
Energy relative to the best compared isomer or geometry (same formula, charge and spin) in kcal per mole: 7.1
Lowest unoccupied orbital energy (alpha / beta) in hartree: 0.01487 / -0.04653

Atoms and positions in Å:
Pt 0.004 0.036 -1.342
O 5.529 2.542 -2.261
C 4.375 1.863 -2.427
C 4.309 0.475 -2.469
C 3.073 -0.117 -2.623
N 1.940 0.581 -2.727
C 2.038 1.902 -2.712
Br 0.398 2.839 -2.903
C 3.210 2.608 -2.563
H 6.268 1.926 -2.198
H 5.202 -0.132 -2.380
H 2.951 -1.194 -2.658
H 3.234 3.687 -2.541
C -4.068 -1.717 -1.387
C -2.664 -1.256 -1.634
N -2.232 -0.095 -1.284
O -3.150 0.694 -0.593
C -1.723 -2.135 -2.312
C -2.103 -3.474 -2.859
N -0.491 -1.687 -2.391
O 0.438 -2.340 -2.946
H -4.541 -1.123 -0.612
H -4.074 -2.767 -1.096
H -4.658 -1.621 -2.302
H -2.733 1.564 -0.620
H -3.023 -3.428 -3.446
H -2.251 -4.204 -2.058
H -1.295 -3.828 -3.493
C 1.582 -2.536 0.842
Si 0.601 -1.348 1.891
C 1.388 -1.195 3.585
C -1.136 -2.007 2.043
As 0.706 0.731 0.809
Si -0.635 2.205 2.060
C -1.645 3.345 0.966
C 0.594 3.247 3.015
C -1.803 1.393 3.273
H 1.648 -3.515 1.326
H 2.599 -2.169 0.672
H 1.109 -2.662 -0.137
H 1.486 -2.170 4.071
H 0.793 -0.550 4.239
H 2.384 -0.753 3.498
H -1.113 -2.955 2.590
H -1.550 -2.190 1.047
H -1.804 -1.323 2.570
H -1.152 3.545 0.011
H -1.793 4.301 1.475
H -2.637 2.927 0.780
H 1.261 3.781 2.332
H 1.213 2.615 3.658
H 0.086 3.983 3.645
H -2.587 0.842 2.748
H -2.280 2.159 3.893
H -1.279 0.699 3.935

=====

(7)
# C15H29BrCl4CsN2NaO12PS

C15H29BrCl4CsN2NaO12PS as an isolated structure in a non-equilibrium geometry (ωB97M-V with the def2-TZVPD basis set, the Open Molecules 2025 dataset).

Summary:
Charge: -1
HOMO in eV: -1.88
Spin multiplicity: 1
Lowest unoccupied orbital energy in hartree: -0.00985

Atoms and positions in Å:
O -2.072 0.632 2.256
P -0.507 0.363 2.654
O -0.272 -0.974 3.743
S 0.119 2.021 3.517
N 0.360 0.163 1.262
C -0.317 -0.378 0.149
C 0.389 -0.512 -0.982
C 1.763 -0.090 -0.938
C 2.344 0.398 0.228
N 1.686 0.541 1.347
H -1.980 1.289 1.457
H 0.304 -0.714 4.514
H -1.355 -0.656 0.196
H -0.081 -0.894 -1.874
H 2.376 -0.155 -1.826
H 3.382 0.703 0.231
C 1.943 -2.801 -7.588
C 0.893 -2.508 -6.538
O 1.366 -1.551 -5.577
C 1.305 -0.274 -5.961
O 0.886 0.127 -7.016
O 1.805 0.473 -4.984
C 1.866 1.875 -5.283
H 2.883 -3.096 -7.109
H 1.614 -3.619 -8.274
H 2.147 -1.918 -8.184
H 0.669 -3.414 -5.975
H -0.038 -2.169 -6.992
H 0.903 2.251 -5.608
H 2.623 2.060 -6.043
H 2.150 2.391 -4.371
Cl -1.611 3.261 1.622
O -0.179 4.443 5.576
H -0.952 5.064 5.673
H -0.382 3.782 4.869
H 0.061 4.003 6.414
Br 1.717 -3.408 -10.478
Na -1.573 0.074 4.795
O -1.960 5.894 3.739
H -2.240 5.366 2.958
Cs 3.658 -3.829 -11.911
O 1.054 4.622 -5.841
C 0.501 5.632 -6.303
C -1.113 5.145 -6.937
O -1.642 6.162 -7.410
H 0.984 6.140 -7.160
H 0.273 6.462 -5.609
H -1.580 4.662 -6.059
H -0.867 4.308 -7.617
C -2.862 -5.289 4.052
C -1.868 -5.031 5.155
C -1.768 -6.129 6.181
O -1.268 -5.412 7.320
C -1.712 -4.135 7.207
O -1.638 -3.318 8.063
O -2.258 -3.918 5.982
H -2.962 -4.409 3.417
H -2.542 -6.128 3.436
H -3.853 -5.504 4.455
H -0.891 -4.797 4.725
H -1.090 -6.926 5.889
H -2.738 -6.556 6.449
C 0.778 1.954 9.440
Cl 2.501 1.820 9.767
Cl 0.130 3.459 10.090
Cl 0.464 1.845 7.698
H 0.273 1.128 9.923

=====

(8)
# C15H29BrFGdNO6S

C15H29BrFGdNO6S as an isolated structure in a non-equilibrium geometry (ωB97M-V with the def2-TZVPD basis set, the Open Molecules 2025 dataset).

Summary:
Charge: +3
Expectation value of S²: 15.78
HOMO (alpha / beta) in eV: -17.90 / -17.90
Spin multiplicity: 8
Lowest unoccupied orbital energy (alpha / beta) in hartree: -0.43546 / -0.44868

Atoms and positions in Å:
C 1.420 0.296 3.293
C 0.071 0.953 2.973
C 0.130 1.875 1.754
Br -1.308 3.186 1.870
C 0.123 1.049 0.410
C 1.549 0.989 -0.215
C 1.637 0.249 -1.577
C 2.383 -1.089 -1.483
C 1.468 -2.119 -0.806
S 1.576 -3.821 -1.308
O 2.931 -4.239 -1.224
O 0.509 -4.489 -0.625
O 1.123 -3.758 -2.834
O 2.069 2.284 -0.257
C 3.500 2.352 -0.186
N -0.918 1.448 -0.526
C -0.673 2.430 -1.551
C -1.528 3.725 -1.534
F -0.812 4.683 -0.910
C -2.255 0.912 -0.336
C -2.308 -0.618 -0.417
O -2.590 -1.214 0.928
C -2.492 -2.671 0.908
C -3.788 -3.465 0.741
O -1.455 -3.181 1.026
H 2.249 0.969 3.061
H 1.493 0.057 4.352
H 1.578 -0.629 2.730
H -0.681 0.170 2.793
H -0.278 1.534 3.828
H 1.059 2.441 1.756
H -0.097 0.021 0.725
H 2.103 0.379 0.518
H 2.147 0.925 -2.268
H 0.642 0.060 -1.997
H 3.304 -0.981 -0.905
H 2.695 -1.426 -2.474
H 1.602 -2.159 0.278
H 0.428 -1.853 -1.007
H 1.398 -2.949 -3.285
H 3.855 1.876 0.733
H 3.764 3.407 -0.173
H 3.964 1.879 -1.055
H 0.376 2.723 -1.522
H -0.870 1.944 -2.520
H -2.479 3.597 -1.015
H -1.705 4.026 -2.565
H -2.935 1.356 -1.064
H -2.586 1.248 0.659
H -1.340 -1.016 -0.713
H -3.059 -0.966 -1.129
H -3.647 -4.436 1.224
H -4.682 -3.002 1.184
H -3.994 -3.576 -0.331
Gd -4.669 -1.385 2.068